ORCA calculation (ωB97M-V with the def2-TZVPD basis set) on a structure of composition C24H45F9IO9PS.

Element x y z (Å)
C  8.42  0.58  0.37
C  6.98  0.26  0.75
C  6.61  -1.14  0.31
O  5.16  -1.27  0.30
P  4.52  -2.42  -0.57
O  5.33  -3.64  -0.73
O  4.15  -1.77  -2.00
I  4.32  0.17  -2.40
O  3.13  -2.66  0.13
C  2.13  -1.60  0.18
C  0.76  -2.21  0.38
C  -0.03  -2.42  -0.94
C  -1.29  -1.58  -1.06
C  -2.52  -2.13  -0.35
F  -3.48  -2.54  -1.21
F  -2.21  -3.23  0.40
C  -3.13  -1.13  0.68
F  -2.14  -0.54  1.33
F  -3.86  -1.76  1.58
S  -4.26  0.21  -0.08
F  -3.59  0.01  -1.51
F  -5.34  -0.89  -0.41
F  -4.93  0.48  1.33
F  -3.19  1.36  0.20
F  -5.21  1.30  -0.70
H  9.13  -0.02  0.95
H  8.65  1.63  0.57
H  8.61  0.39  -0.68
H  6.31  0.98  0.27
H  6.87  0.34  1.83
H  7.00  -1.34  -0.70
H  7.00  -1.89  0.99
H  2.40  -0.92  0.98
H  2.16  -1.04  -0.76
H  0.20  -1.51  1.02
H  0.85  -3.14  0.94
H  -0.23  -3.47  -1.12
H  0.61  -2.08  -1.76
H  -1.54  -1.48  -2.12
H  -1.09  -0.57  -0.68
C  6.77  -6.35  -1.40
C  7.45  -7.27  -2.38
O  8.36  -6.90  -3.09
C  6.93  -8.69  -2.45
H  7.21  -5.37  -1.44
H  5.71  -6.26  -1.63
H  6.86  -6.75  -0.39
H  5.87  -8.69  -2.72
H  7.03  -9.17  -1.48
H  7.50  -9.25  -3.19
C  -5.08  -0.42  4.71
C  -5.42  0.77  5.57
O  -4.86  0.98  6.62
C  -6.48  1.70  5.03
H  -4.30  -1.01  5.19
H  -5.96  -1.04  4.56
H  -4.72  -0.08  3.74
H  -7.42  1.15  4.89
H  -6.18  2.10  4.06
H  -6.64  2.52  5.72
C  -4.81  5.68  3.36
C  -6.22  5.38  3.81
O  -6.80  4.38  3.46
C  -6.87  6.40  4.72
H  -4.45  4.88  2.71
H  -4.78  6.63  2.82
H  -4.15  5.77  4.23
H  -6.92  7.37  4.23
H  -6.28  6.51  5.63
H  -7.88  6.07  4.97
C  -1.61  3.48  -1.26
C  -0.61  4.03  -2.25
O  -0.18  3.34  -3.15
C  -0.20  5.47  -2.08
H  -1.81  2.44  -1.50
H  -1.20  3.54  -0.24
H  -2.54  4.05  -1.29
H  0.26  5.61  -1.10
H  -1.07  6.12  -2.14
H  0.51  5.74  -2.85
C  -2.04  0.52  -4.50
C  -0.55  0.29  -4.47
O  -0.07  -0.65  -3.89
C  0.30  1.30  -5.18
H  -2.56  -0.27  -3.95
H  -2.28  1.49  -4.05
H  -2.40  0.53  -5.53
H  0.14  2.29  -4.75
H  0.03  1.34  -6.24
H  1.35  1.03  -5.09

Values from the calculation:
- Total charge: 0
- Orbital gap: 7.67 eV

***

ORCA calculation (ωB97M-V with the def2-TZVPD basis set) on a structure of composition C24H45NO3P2Sm.

Element x y z (Å)
Sm  0.41  0.26  0.32
C  -0.02  -0.89  2.37
C  -0.18  -1.83  1.23
C  2.13  -1.26  1.34
C  1.43  -0.57  2.46
C  1.17  -2.03  0.59
C  -1.06  -0.64  3.42
H  -2.10  -0.63  3.04
H  -0.93  0.30  3.98
H  -1.02  -1.46  4.17
C  2.04  0.06  3.65
H  1.34  0.51  4.34
H  2.77  0.89  3.44
H  2.68  -0.67  4.14
C  3.59  -1.24  1.14
H  4.01  -2.14  1.61
H  4.10  -0.36  1.59
H  3.92  -1.25  0.08
C  1.63  -3.21  -0.21
H  1.83  -4.01  0.52
H  2.59  -3.02  -0.72
H  0.95  -3.63  -0.96
C  -1.24  -2.86  1.32
H  -1.02  -3.45  2.22
H  -1.26  -3.55  0.48
H  -2.24  -2.44  1.48
C  -2.53  0.51  -1.68
C  -3.02  -0.27  -0.72
C  -4.16  -1.23  -0.94
C  -3.72  -2.48  -1.76
C  -2.27  -2.46  -2.20
C  -1.85  -1.67  -3.20
C  -2.75  -0.70  -3.91
C  -3.11  0.56  -3.07
H  -4.98  -0.72  -1.46
H  -4.35  -2.51  -2.67
H  -4.58  -1.55  0.03
H  -4.20  0.67  -3.03
H  -1.64  1.16  -1.60
H  -2.62  -0.35  0.31
H  -2.74  1.46  -3.59
H  -2.31  -0.43  -4.88
H  -0.87  -1.84  -3.67
H  -3.69  -1.21  -4.17
H  -3.97  -3.41  -1.24
H  -1.62  -3.27  -1.84
P  -0.38  2.55  1.46
C  0.41  2.90  3.00
H  0.04  3.90  3.23
H  1.53  2.93  2.98
H  0.09  2.23  3.81
C  -0.10  3.98  0.46
H  -0.41  4.80  1.11
H  -0.73  4.00  -0.45
H  0.95  4.13  0.17
C  -2.08  2.61  1.93
H  -2.75  2.65  1.07
H  -2.15  3.56  2.47
H  -2.39  1.79  2.59
P  1.76  0.61  -1.94
C  2.43  -0.91  -2.58
H  2.55  -0.67  -3.64
H  1.86  -1.84  -2.48
H  3.43  -1.10  -2.15
C  1.08  1.78  -3.08
H  0.38  1.30  -3.76
H  1.95  2.11  -3.66
H  0.62  2.66  -2.62
C  3.37  1.36  -1.80
H  3.77  1.24  -2.81
H  4.03  0.88  -1.08
H  3.30  2.43  -1.58
O  3.09  2.90  2.55
N  3.31  1.68  2.12
O  4.40  1.29  1.57
O  2.08  1.14  1.38

Values from the calculation:
- 2S+1: 6
- Total charge: +1
- Orbital gap (spin up / spin down): 5.94 / 6.02 eV

***

ORCA calculation (ωB97M-V with the def2-TZVPD basis set) on a structure of composition C24H46F5N4O4RuSi4Te.

Element x y z (Å)
Ru  1.89  -1.65  0.12
C  1.56  3.39  3.60
Si  1.36  3.92  1.82
C  2.92  3.60  0.85
C  0.83  5.71  1.67
Si  -0.43  2.72  0.87
Te  0.60  0.42  0.50
Si  -1.07  3.38  -1.30
C  -2.04  2.01  -2.12
C  -2.11  4.92  -1.11
C  0.49  3.73  -2.27
Si  -2.23  2.37  2.37
C  -1.69  1.30  3.80
C  -2.65  4.10  2.92
C  -3.66  1.60  1.44
H  2.46  3.84  4.03
H  1.67  2.30  3.67
H  0.71  3.69  4.21
H  3.75  4.16  1.29
H  2.82  3.90  -0.19
H  3.20  2.54  0.88
H  1.54  6.35  2.19
H  -0.16  5.89  2.09
H  0.81  6.02  0.62
H  -3.01  1.84  -1.63
H  -1.49  1.07  -2.10
H  -2.24  2.27  -3.16
H  -3.07  4.70  -0.65
H  -2.31  5.37  -2.09
H  -1.61  5.68  -0.50
H  1.17  2.88  -2.23
H  1.02  4.60  -1.88
H  0.25  3.92  -3.32
H  -0.85  1.73  4.34
H  -1.40  0.31  3.45
H  -2.52  1.18  4.51
H  -1.85  4.53  3.54
H  -3.56  4.10  3.52
H  -2.82  4.77  2.07
H  -3.36  0.65  1.00
H  -4.02  2.26  0.65
H  -4.49  1.41  2.13
N  1.94  -1.74  -2.02
C  2.37  -2.01  -3.06
N  2.85  -2.30  -4.24
C  3.95  -3.26  -4.40
C  3.48  -4.40  -5.30
O  2.96  -3.89  -6.52
C  1.83  -3.07  -6.30
C  2.21  -1.85  -5.48
H  4.25  -3.63  -3.43
H  4.79  -2.74  -4.87
H  2.71  -4.98  -4.78
H  4.31  -5.05  -5.55
H  1.05  -3.64  -5.78
H  1.46  -2.77  -7.28
H  1.34  -1.24  -5.24
H  2.93  -1.24  -6.03
F  1.89  -1.07  3.08
C  2.51  -1.71  2.05
F  2.68  -3.01  2.49
C  3.92  -1.11  1.89
F  4.35  -1.50  0.63
F  3.88  0.23  1.86
F  4.84  -1.48  2.76
C  -2.75  -3.02  -1.31
C  -3.20  -2.74  0.12
C  -2.11  -2.98  1.19
C  -2.66  -2.69  2.60
C  -1.62  -2.87  3.70
C  -1.70  -4.45  1.12
O  -2.47  -5.33  1.41
N  -0.41  -4.78  0.68
C  0.53  -3.84  0.39
O  1.68  -4.04  0.01
N  0.20  -2.52  0.54
C  -0.96  -2.04  0.91
O  -1.13  -0.79  1.04
H  -3.55  -2.80  -2.01
H  -2.48  -4.07  -1.45
H  -1.89  -2.41  -1.59
H  -4.04  -3.38  0.39
H  -3.53  -1.71  0.22
H  -3.51  -3.36  2.75
H  -3.04  -1.67  2.60
H  -1.26  -3.90  3.74
H  -2.05  -2.64  4.67
H  -0.76  -2.22  3.56
H  -0.16  -5.75  0.62

Values from the calculation:
- Total charge: +1
- Energy relative to the best compared isomer or geometry (same formula, charge and spin): 17.0 kcal/mol
- Orbital gap: 6.55 eV

***

ORCA calculation (ωB97M-V with the def2-TZVPD basis set) on a structure of composition C24H47AlF3N2O2.

Element x y z (Å)
O  1.26  -3.84  -5.94
C  1.60  -2.61  -5.49
N  2.18  -1.39  -5.27
Al  0.93  -0.01  -5.88
C  -0.40  -0.71  -7.30
C  -1.92  -0.97  -6.73
C  -2.81  0.39  -6.49
F  -2.79  1.62  -7.34
C  -3.76  0.34  -5.31
F  -4.27  -1.02  -4.95
F  -4.20  1.53  -4.53
N  2.05  1.29  -6.83
C  2.38  2.20  -5.82
O  3.02  3.24  -5.21
H  0.25  0.60  -4.59
H  -0.51  0.04  -8.22
H  0.12  -1.68  -7.76
H  -2.48  -1.63  -7.54
H  -1.85  -1.59  -5.74
C  -0.12  2.52  2.11
C  1.16  2.27  1.33
C  1.17  2.94  -0.05
C  0.09  2.46  -1.02
C  0.10  0.96  -1.32
C  1.38  0.48  -1.99
H  -0.99  2.10  1.60
H  -0.05  2.05  3.10
H  -0.29  3.59  2.25
H  1.33  1.20  1.23
H  2.00  2.67  1.91
H  2.16  2.80  -0.50
H  1.05  4.03  0.08
H  0.21  3.00  -1.97
H  -0.90  2.73  -0.64
H  -0.74  0.73  -1.98
H  -0.07  0.38  -0.40
H  1.55  1.01  -2.93
H  1.31  -0.59  -2.21
H  2.25  0.63  -1.34
C  -2.31  -0.72  2.87
C  -2.59  0.03  4.17
C  -3.80  -0.51  4.93
C  -5.14  -0.41  4.20
C  -5.54  1.00  3.77
C  -5.74  1.96  4.94
H  -3.13  -0.62  2.17
H  -1.41  -0.32  2.39
H  -2.14  -1.78  3.07
H  -2.71  1.10  3.96
H  -1.70  -0.05  4.82
H  -3.87  0.01  5.89
H  -3.62  -1.57  5.18
H  -5.92  -0.82  4.85
H  -5.12  -1.05  3.31
H  -6.49  0.94  3.21
H  -4.81  1.42  3.07
H  -6.50  1.58  5.63
H  -6.07  2.93  4.57
H  -4.81  2.11  5.50
C  3.08  -2.95  -0.13
C  2.73  -2.05  1.04
C  3.77  -0.96  1.31
C  5.16  -1.47  1.70
C  5.21  -2.37  2.93
C  4.75  -1.67  4.20
H  4.01  -3.51  0.06
H  2.28  -3.68  -0.30
H  3.21  -2.37  -1.05
H  2.57  -2.66  1.94
H  1.77  -1.56  0.82
H  3.39  -0.30  2.09
H  3.87  -0.34  0.41
H  5.81  -0.60  1.87
H  5.60  -2.01  0.85
H  6.25  -2.71  3.08
H  4.62  -3.28  2.77
H  5.36  -0.79  4.41
H  4.85  -2.35  5.06
H  3.70  -1.37  4.14

Values from the calculation:
- Total charge: -1
- Orbital gap: 8.32 eV

***

The following strongest force on any atom values (in eV/Å) correspond, in order, to the records above: 1.043; 7.963; 1.423; 10.109.
The following E values (in Eh) correspond, in order, to the records above: -3554.6881; -2562.0272; -3482.2165; -1744.5499.